# 1
Entry from OMol25: one molecule with the formula C5H8O2 at a distorted geometry (ωB97M-V/def2-TZVPD).

Calculated values
SMILES string = C#C[C@@H](C)OCO
LUMO level = 0.02598 Ha
HOMO energy = -9.67 eV
Total charge = 0
Largest force on an atom = 6.1 eV/Å
Energy above the lowest of the compared OMol25 structures with the same formula, charge and spin = 116.07 kcal per mole
Orbital gap = 10.37 eV

Last column: natural (NBO) charge in e.
Atoms and positions in Å:
C (0.121, 0.311, -0.169)  0.19
C (-1.164, -1.620, 0.485)  0.21
C (0.433, 0.220, -1.641)  -0.67
O (0.315, -0.808, 0.541)  -0.57
O (-1.959, -1.099, 1.467)  -0.69
C (1.456, 1.228, 0.676)  -0.08
C (1.798, 2.357, 0.957)  -0.31
H (-1.512, -1.257, 2.316)  0.49
H (-0.797, 0.873, 0.049)  0.19
H (-1.643, -1.561, -0.491)  0.17
H (-0.778, -2.615, 0.697)  0.17
H (0.879, 1.167, -1.966)  0.24
H (-0.474, 0.049, -2.228)  0.21
H (1.149, -0.578, -1.853)  0.23
H (2.177, 3.333, 1.160)  0.23

=====

# 2
Entry from OMol25: a 2-piece molecular cluster, C12H12N2O overall at a distorted geometry (ωB97M-V/def2-TZVPD).

Calculated values
LUMO level (alpha / beta) = -0.01378 / -0.01380 Ha
HOMO energy (alpha / beta) = -6.62 / -6.62 eV
Total charge = 0
Largest force on an atom = 1.0 eV/Å
Energy above the lowest of the compared OMol25 structures with the same formula, charge and spin = 54.32 kcal per mole
Orbital gap (alpha / beta) = 6.25 / 6.25 eV

Last column: natural (NBO) charge in e.
Atoms and positions in Å:
C (-0.033, -5.038, -0.501)  0.40
C (-1.055, -2.571, 1.308)  -0.06
C (-1.776, -1.619, 1.989)  -0.29
C (-0.117, -2.183, 0.335)  -0.21
C (-1.575, -0.268, 1.688)  0.27
C (-0.003, -0.786, 0.105)  0.40
C (1.489, -2.577, -1.386)  -0.34
C (1.607, -1.221, -1.555)  0.10
C (0.734, -3.097, -0.334)  -0.05
C (-2.303, 0.818, 2.412)  -0.65
C (0.982, 1.612, -2.340)  -0.61
C (1.168, 1.090, -0.918)  -0.23
N (-0.720, 0.126, 0.759)  -0.49
N (0.910, -0.334, -0.808)  -0.34
O (0.462, -5.878, 0.124)  -0.57
H (-1.202, -3.626, 1.483)  0.23
H (-2.500, -1.901, 2.737)  0.22
H (2.081, -3.234, -2.004)  0.22
H (2.327, -0.793, -2.236)  0.21
H (-2.392, 1.693, 1.772)  0.23
H (-3.287, 0.488, 2.731)  0.22
H (-1.733, 1.102, 3.297)  0.23
H (-0.002, 1.340, -2.715)  0.22
H (1.070, 2.694, -2.336)  0.22
H (1.735, 1.216, -3.019)  0.20
H (2.185, 1.299, -0.567)  0.20
H (0.454, 1.576, -0.248)  0.26

=====

# 3
Entry from OMol25: C12H18As2CaF15N2O14 as an isolated structure at a distorted geometry (ωB97M-V/def2-TZVPD).

Calculated values
LUMO level = 0.17910 Ha
HOMO energy = 1.63 eV
Total charge = -3
Largest force on an atom = 7.0 eV/Å
Energy above the lowest of the compared OMol25 structures with the same formula, charge and spin = 95.50 kcal per mole
Orbital gap = 3.24 eV

Last column: natural (NBO) charge in e.
Atoms and positions in Å:
Ca (-0.227, -0.518, 1.006)  1.82
As (-1.899, -2.006, -2.655)  2.80
F (-2.502, -3.346, -1.586)  -0.63
F (-2.881, -2.509, -4.075)  -0.64
F (-1.069, -0.587, -3.366)  -0.62
F (-1.103, -1.537, -1.091)  -0.66
F (-0.652, -3.127, -3.000)  -0.64
F (-3.205, -0.824, -2.049)  -0.59
As (-2.667, 1.272, 3.585)  2.83
F (-1.137, 0.697, 2.759)  -0.68
F (-2.329, 2.866, 2.877)  -0.64
F (-4.124, 1.758, 4.375)  -0.64
F (-2.950, -0.403, 4.153)  -0.61
F (-1.686, 1.599, 5.026)  -0.64
F (-3.566, 0.785, 2.209)  -0.59
C (-2.063, 2.293, -0.456)  0.30
O (-3.485, 2.463, -0.741)  -0.54
O (-1.925, 0.928, -0.030)  -0.91
C (-1.184, 2.765, -1.586)  0.92
F (-1.543, 2.220, -2.805)  -0.35
F (-1.136, 4.015, -1.759)  -0.32
F (0.100, 2.275, -1.321)  -0.38
C (-4.237, 3.690, -0.519)  -0.06
C (-5.012, 3.628, 0.883)  -0.64
H (-4.810, 2.840, 1.608)  0.27
H (-4.692, 4.564, 1.340)  0.17
H (-6.075, 3.870, 0.859)  0.17
H (-4.995, 3.759, -1.299)  0.15
H (-3.812, 4.680, -0.689)  0.14
H (-1.816, 2.974, 0.359)  0.11
N (0.467, -2.469, 3.549)  0.73
O (1.146, -3.321, 4.079)  -0.60
O (-0.715, -2.389, 3.859)  -0.46
O (0.908, -1.673, 2.783)  -0.63
N (-3.204, -2.449, 1.410)  0.73
O (-4.005, -1.867, 0.752)  -0.47
O (-3.392, -3.072, 2.446)  -0.55
O (-2.016, -2.107, 1.295)  -0.68
C (4.574, -4.963, -0.413)  -0.63
C (3.861, -3.820, -1.184)  0.08
C (2.608, -4.158, -1.938)  -0.11
O (1.696, -3.175, -1.648)  -0.42
C (2.089, -2.564, -0.575)  1.01
O (1.445, -1.676, -0.012)  -0.64
O (3.255, -3.002, -0.186)  -0.48
H (4.822, -5.742, -1.135)  0.20
H (4.166, -5.324, 0.531)  0.25
H (5.539, -4.551, -0.117)  0.21
H (4.588, -3.224, -1.736)  0.17
H (2.298, -5.115, -1.517)  0.18
H (2.547, -4.417, -2.994)  0.21
C (3.789, 2.477, -2.304)  -0.65
C (3.917, 1.844, -0.985)  0.05
C (4.096, 2.894, 0.129)  -0.10
O (3.222, 2.389, 1.116)  -0.46
C (2.289, 1.668, 0.551)  1.00
O (1.352, 1.093, 1.198)  -0.62
O (2.608, 1.398, -0.720)  -0.46
H (4.639, 3.150, -2.412)  0.20
H (3.108, 3.328, -2.263)  0.23
H (3.316, 1.917, -3.111)  0.26
H (4.598, 0.994, -0.960)  0.19
H (4.043, 3.934, -0.192)  0.18
H (5.028, 2.908, 0.694)  0.19

=====

# 4
Entry from OMol25: a 3-piece molecular cluster, C32H65FN9O5P2 overall at a distorted geometry (ωB97M-V/def2-TZVPD).

Calculated values
LUMO level = -0.14563 Ha
HOMO energy = -9.75 eV
Total charge = +1
Largest force on an atom = 7.0 eV/Å
Energy above the lowest of the compared OMol25 structures with the same formula, charge and spin = 0.00 kcal per mole
Orbital gap = 5.78 eV

Last column: Löwdin charge in e.
Atoms and positions in Å:
C (6.831, -1.786, 0.291)  -0.09
C (5.822, -0.662, -0.047)  -0.25
C (5.244, -0.161, 1.272)  -0.17
C (4.038, 0.807, 1.166)  -0.09
N (2.924, 0.310, 0.334)  0.07
C (2.131, -0.631, 0.890)  -0.12
C (2.295, -1.154, 2.290)  0.02
C (1.074, -1.177, 0.160)  -0.16
N (0.295, -2.178, 0.747)  0.15
C (-0.954, -1.950, 0.928)  -0.35
C (-1.589, -0.617, 1.198)  0.00
C (-1.874, -3.134, 0.924)  -0.01
C (0.830, -0.734, -1.136)  0.02
C (-0.298, -1.348, -1.923)  -0.38
O (-0.339, -2.521, -2.068)  0.23
O (-1.305, -0.509, -2.408)  0.05
O (-1.451, -0.718, -3.818)  0.04
C (-2.478, -1.506, -4.022)  -0.28
N (-3.249, -2.351, -3.963)  0.22
C (1.659, 0.258, -1.694)  -0.06
C (1.366, 0.676, -3.115)  -0.13
C (1.678, -0.471, -4.136)  -0.03
C (2.709, 0.783, -0.931)  -0.08
C (3.580, 1.845, -1.550)  -0.09
C (4.734, 1.252, -2.437)  -0.12
C (4.624, 1.620, -3.926)  -0.19
F (5.871, 2.008, -4.386)  -0.04
H (6.316, -2.665, 0.678)  0.08
H (7.430, -2.059, -0.575)  0.08
H (7.511, -1.420, 1.064)  0.08
H (5.044, -1.135, -0.649)  0.10
H (6.392, 0.094, -0.581)  0.10
H (6.016, 0.408, 1.797)  0.13
H (5.020, -1.035, 1.883)  0.10
H (3.711, 0.970, 2.191)  0.13
H (4.422, 1.758, 0.823)  0.12
H (3.262, -0.976, 2.736)  0.07
H (2.178, -2.239, 2.223)  0.11
H (1.463, -0.811, 2.907)  0.11
H (-1.923, -0.588, 2.236)  0.10
H (-2.502, -0.553, 0.599)  0.10
H (-0.966, 0.247, 0.969)  0.08
H (-1.273, -4.011, 1.166)  0.09
H (-2.320, -3.283, -0.060)  0.10
H (-2.616, -3.076, 1.725)  0.08
H (0.315, 0.950, -3.171)  0.11
H (1.914, 1.550, -3.443)  0.09
H (0.803, -0.682, -4.741)  0.07
H (2.453, -0.133, -4.818)  0.06
H (2.042, -1.357, -3.616)  0.09
H (4.055, 2.501, -0.828)  0.11
H (3.017, 2.499, -2.217)  0.07
H (5.703, 1.611, -2.099)  0.11
H (4.687, 0.169, -2.364)  0.10
H (4.337, 0.734, -4.492)  0.10
H (3.905, 2.422, -4.110)  0.11
O (-3.511, -4.572, 3.972)  -0.30
P (-4.837, -5.100, 4.480)  0.75
N (-4.362, -5.421, 6.096)  -0.33
C (-4.816, -6.504, 6.940)  -0.13
C (-4.184, -4.209, 6.888)  -0.14
N (-4.811, -6.521, 3.453)  -0.33
C (-4.168, -7.735, 3.929)  -0.14
C (-4.345, -6.191, 2.100)  -0.15
N (-6.574, -5.256, 4.812)  -0.31
C (-7.320, -6.480, 4.583)  -0.13
C (-7.316, -4.127, 4.207)  -0.14
H (-5.839, -6.357, 7.318)  0.08
H (-4.155, -6.593, 7.804)  0.09
H (-4.763, -7.468, 6.441)  0.05
H (-5.151, -3.771, 7.181)  0.08
H (-3.629, -3.458, 6.322)  0.07
H (-3.609, -4.415, 7.790)  0.08
H (-3.171, -7.553, 4.351)  0.09
H (-4.066, -8.452, 3.112)  0.08
H (-4.780, -8.251, 4.670)  0.05
H (-3.254, -6.100, 2.056)  0.07
H (-4.776, -5.256, 1.740)  0.07
H (-4.644, -6.980, 1.406)  0.08
H (-7.348, -6.786, 3.534)  0.08
H (-8.348, -6.316, 4.915)  0.09
H (-6.943, -7.303, 5.188)  0.07
H (-7.337, -4.193, 3.112)  0.08
H (-6.841, -3.178, 4.478)  0.07
H (-8.341, -4.088, 4.574)  0.08
O (1.513, 4.479, -2.499)  -0.30
P (1.434, 5.868, -3.095)  0.75
N (1.883, 6.782, -1.719)  -0.32
C (1.415, 8.103, -1.358)  -0.13
C (3.295, 6.640, -1.378)  -0.13
N (-0.301, 5.876, -3.365)  -0.33
C (-1.206, 6.401, -2.352)  -0.14
C (-0.808, 4.574, -3.802)  -0.15
N (1.688, 7.184, -4.255)  -0.30
C (0.622, 8.050, -4.724)  -0.13
C (2.454, 6.695, -5.425)  -0.14
H (1.854, 8.900, -1.975)  0.09
H (1.677, 8.309, -0.318)  0.09
H (0.333, 8.185, -1.400)  0.05
H (3.937, 7.215, -2.061)  0.08
H (3.599, 5.592, -1.429)  0.06
H (3.484, 6.977, -0.359)  0.08
H (-0.998, 6.006, -1.348)  0.09
H (-2.238, 6.156, -2.607)  0.08
H (-1.186, 7.490, -2.317)  0.06
H (-0.950, 3.880, -2.963)  0.07
H (-0.128, 4.105, -4.515)  0.07
H (-1.769, 4.703, -4.304)  0.08
H (-0.158, 7.524, -5.279)  0.09
H (1.063, 8.798, -5.387)  0.09
H (0.168, 8.611, -3.909)  0.07
H (1.856, 6.020, -6.050)  0.08
H (3.342, 6.146, -5.092)  0.07
H (2.803, 7.524, -6.041)  0.08

=====

# 5
Entry from OMol25: one molecule with the formula C4H8N4 at a distorted geometry (ωB97M-V/def2-TZVPD).

Calculated values
SMILES string = [H]/N=C\N/C=N\N1CC1
LUMO level = 0.03770 Ha
HOMO energy = -9.27 eV
Total charge = 0
Largest force on an atom = 6.0 eV/Å
Energy above the lowest of the compared OMol25 structures with the same formula, charge and spin = 108.75 kcal per mole
Orbital gap = 10.30 eV

Last column: natural (NBO) charge in e.
Atoms and positions in Å:
C (-2.763, 0.208, 0.018)  0.29
C (-0.562, 1.238, -0.053)  0.26
C (2.263, -0.659, -0.674)  -0.27
C (2.262, -0.175, 0.852)  -0.29
H (-3.375, -1.698, -0.141)  0.35
H (-3.100, 1.222, 0.197)  0.16
H (-0.701, -0.670, 0.243)  0.45
H (-1.125, 2.040, -0.550)  0.18
H (2.671, 0.061, -1.434)  0.22
H (2.537, -1.815, -0.867)  0.22
H (2.418, -1.048, 1.465)  0.21
H (2.742, 0.843, 0.959)  0.24
N (-3.643, -0.751, -0.088)  -0.67
N (-1.407, 0.201, 0.359)  -0.66
N (0.774, 1.256, -0.262)  -0.33
N (1.010, -0.253, -0.024)  -0.37

=====

# 6
Entry from OMol25: C13H20IrN5O3PSTe as an isolated structure at a distorted geometry (ωB97M-V/def2-TZVPD).

Calculated values
LUMO level (alpha / beta) = -0.23698 / -0.34132 Ha
HOMO energy (alpha / beta) = -12.20 / -14.56 eV
Total charge = +2
Largest force on an atom = 7.6 eV/Å
Energy above the lowest of the compared OMol25 structures with the same formula, charge and spin = 0.00 kcal per mole
Orbital gap (alpha / beta) = 5.75 / 5.27 eV
Multiplicity = 6

Last column: Mulliken spin population.
Atoms and positions in Å:
Ir (2.012, -0.782, 0.343)  1.49
C (0.358, 2.330, 2.919)  0.00
C (0.920, 1.066, 2.395)  0.36
N (1.754, 1.059, 1.345)  0.47
N (2.213, 2.214, 0.829)  0.33
C (2.942, 2.039, -0.289)  0.11
N (3.479, 3.201, -0.813)  0.23
S (3.290, 0.510, -1.093)  0.18
C (0.609, -0.268, 2.893)  0.13
C (-0.138, -0.435, 4.083)  0.13
C (-0.593, -1.694, 4.402)  0.02
C (-0.526, -2.688, 3.438)  0.14
C (0.177, -2.441, 2.289)  -0.01
N (0.818, -1.273, 2.007)  0.18
H (0.384, 3.100, 2.116)  0.01
H (1.013, 2.776, 3.707)  0.04
H (-0.639, 2.162, 3.325)  0.01
H (3.088, 4.046, -0.351)  -0.01
H (3.939, 3.371, -1.727)  -0.01
H (-0.317, 0.499, 4.661)  0.01
H (-0.809, -1.972, 5.439)  0.00
H (-0.862, -3.743, 3.502)  0.01
H (0.330, -3.183, 1.507)  0.00
C (-2.442, -2.513, -3.566)  0.00
C (-2.290, -2.250, -2.113)  0.00
O (-0.851, -1.806, -1.849)  0.01
P (-0.355, -0.286, -1.936)  -0.05
O (0.275, 0.076, -0.507)  0.07
Te (1.252, 0.202, -3.738)  1.00
O (-1.728, 0.510, -2.132)  0.01
C (-1.829, 1.998, -2.271)  0.01
C (-3.092, 2.206, -3.085)  0.00
H (-3.461, -2.859, -3.763)  0.00
H (-1.609, -3.201, -3.882)  0.00
H (-2.470, -1.531, -4.062)  0.00
H (-2.431, -3.116, -1.493)  0.00
H (-2.994, -1.464, -1.795)  0.00
H (-0.805, 2.222, -2.815)  0.00
H (-1.725, 2.431, -1.297)  0.00
H (-3.269, 1.383, -3.832)  0.00
H (-2.937, 3.145, -3.649)  0.00
H (-3.961, 2.299, -2.436)  0.00
N (4.539, -2.429, 1.119)  0.06
C (3.696, -1.712, 0.610)  0.04
H (5.046, -3.198, 1.568)  0.00